1.
Density functional theory data (wB97M-V/def2-TZVPD) for a molecular structure, C3H7O5Tl in a non-equilibrium geometry.

CARTESIAN COORDINATES (ANGSTROEM)
Tl -1.728 -0.482 0.628
O 1.309 -2.488 1.800
C 0.345 -1.918 1.141
O -0.854 -2.246 1.423
O 0.546 -1.000 0.320
H 0.939 -3.189 2.342
C -0.466 1.167 -1.449
C 0.524 1.340 -0.369
O -0.013 1.211 0.940
O -1.076 -0.137 -1.459
H 0.070 1.262 -2.393
H -1.277 1.853 -1.206
H 0.775 2.397 -0.459
H 1.500 0.864 -0.474
H 0.398 1.793 1.584
H -0.992 -0.426 -2.370

- Relative energy (zero: lowest compared OMol25 entry of this formula, charge and spin): 0.0000 eV
- HOMO energy: -19.8234 eV
- Net charge: +2
- Max |F|: 3.81 eV Å⁻¹
- Multiplicity: 1
- Frontier orbital gap: 5.8 eV

---

2.
Density functional theory data (wB97M-V/def2-TZVPD) for C3H7OPS in the gas phase in a non-equilibrium geometry.

CARTESIAN COORDINATES (ANGSTROEM)
C -1.788 -0.629 0.818
C -1.502 -0.156 -0.412
S -0.489 -0.967 -1.610
O 0.061 -2.231 -1.046
P 1.292 0.497 -1.294
C 1.561 1.115 0.484
H -2.302 -0.060 1.546
H -1.721 -1.610 1.303
H -1.943 0.818 -0.770
H 1.968 -0.639 -1.459
H 0.999 2.138 0.497
H 1.148 0.445 1.313
H 2.717 1.280 0.630

- Relative energy (zero: lowest compared OMol25 entry of this formula, charge and spin): 3.2078 eV
- HOMO energy: -8.5125 eV
- Net charge: 0
- Max |F|: 2.72 eV Å⁻¹
- Multiplicity: 1
- Frontier orbital gap: 8.7 eV

---

3.
Density functional theory data (wB97M-V/def2-TZVPD) for 2 unconnected molecules or ions with the total composition C3H7OPS2 in a non-equilibrium geometry.

CARTESIAN COORDINATES (ANGSTROEM)
C -0.169 -0.906 0.725
C 0.276 -0.261 -0.340
C 1.601 0.195 -0.547
O -0.528 1.358 -2.499
P -0.958 0.005 -1.691
S -0.744 -1.439 -3.003
S -3.618 -0.105 0.862
H -1.079 -1.329 0.659
H 0.564 -1.031 1.547
H 2.110 -0.071 -1.435
H 1.833 1.267 -0.622
H 2.226 -0.338 0.266
H -0.463 1.156 -3.385
H -3.890 -0.181 2.088

- Relative energy (zero: lowest compared OMol25 entry of this formula, charge and spin): 4.0478 eV
- HOMO energy (alpha / beta): -9.1249 / -8.4954 eV
- Net charge: 0
- Max |F|: 4.31 eV Å⁻¹
- Multiplicity: 1
- Frontier orbital gap (alpha / beta): 7.2 / 5.9 eV

---

4.
Density functional theory data (wB97M-V/def2-TZVPD) for C3H7OPS2 in the gas phase in a non-equilibrium geometry.

CARTESIAN COORDINATES (ANGSTROEM)
C 1.680 -0.822 -0.005
C 1.047 -0.074 1.100
C -3.061 1.033 -0.722
O 2.550 -1.885 0.434
P -0.160 1.324 -1.392
S -0.451 0.882 0.627
S -2.088 1.453 -1.999
H 0.891 -1.158 -0.656
H 2.269 -0.134 -0.741
H 0.613 -0.859 1.850
H 1.820 0.661 1.550
H 1.907 -2.618 0.748
H -2.963 1.154 0.321
H -4.054 1.044 -1.114

- Relative energy (zero: lowest compared OMol25 entry of this formula, charge and spin): 3.7745 eV
- HOMO energy (alpha / beta): -7.4130 / -7.7191 eV
- Net charge: 0
- Max |F|: 2.89 eV Å⁻¹
- Multiplicity: 1
- Frontier orbital gap (alpha / beta): 7.2 / 7.1 eV

---

5.
Density functional theory data (wB97M-V/def2-TZVPD) for 2 unconnected molecules or ions with the total composition C3H7OS in a non-equilibrium geometry.

CARTESIAN COORDINATES (ANGSTROEM)
C -0.227 1.497 1.705
S -1.292 2.330 0.450
H -0.107 2.096 2.608
H -0.709 0.612 2.073
H 0.855 1.316 1.341
O -0.089 -2.808 -0.643
C -0.129 -1.660 -0.547
C 0.453 -0.745 -1.634
H -0.572 -1.074 0.274
H 1.551 -0.767 -1.592
H 0.177 0.337 -1.466
H 0.089 -1.135 -2.569

- Relative energy (zero: lowest compared OMol25 entry of this formula, charge and spin): 1.0444 eV
- HOMO energy: -2.3745 eV
- Net charge: -1
- Max |F|: 6.10 eV Å⁻¹
- Multiplicity: 1
- Frontier orbital gap: 6.2 eV

---

6.
Density functional theory data (wB97M-V/def2-TZVPD) for 2 unconnected molecules or ions with the total composition C3H7OS in a non-equilibrium geometry.

CARTESIAN COORDINATES (ANGSTROEM)
C 1.350 -1.984 0.081
S 1.857 -0.231 -0.228
H 2.048 -2.649 -0.426
H 1.399 -2.197 1.150
H 0.325 -2.197 -0.245
O -2.466 0.550 1.007
C -1.550 0.539 0.217
C -1.412 1.613 -0.826
H -0.882 -0.322 0.131
H -2.210 1.518 -1.563
H -0.441 1.534 -1.318
H -1.463 2.606 -0.376

- Relative energy (zero: lowest compared OMol25 entry of this formula, charge and spin): 0.7273 eV
- HOMO energy: -2.4115 eV
- Net charge: -1
- Max |F|: 1.06 eV Å⁻¹
- Multiplicity: 1
- Frontier orbital gap: 6.5 eV

---

7.
Density functional theory data (wB97M-V/def2-TZVPD) for a gas-phase ion, C3H7S (charge -1) in a non-equilibrium geometry.

CARTESIAN COORDINATES (ANGSTROEM)
C 1.086 -0.256 0.720
C 0.248 0.368 -0.384
C -1.225 -0.083 -0.346
S -2.035 -0.221 -1.969
H 1.152 -1.339 0.788
H 0.814 0.152 1.704
H 2.137 0.086 0.640
H 0.242 1.452 -0.223
H 0.649 0.192 -1.388
H -1.762 0.667 0.234
H -1.307 -1.018 0.224

- Relative energy (zero: lowest compared OMol25 entry of this formula, charge and spin): 0.2023 eV
- HOMO energy: -2.0757 eV
- Net charge: -1
- Max |F|: 1.78 eV Å⁻¹
- Multiplicity: 1
- Frontier orbital gap: 6.2 eV

---

8.
Density functional theory data (wB97M-V/def2-TZVPD) for a molecular structure, C3H8AlNO2Zn in a non-equilibrium geometry.

CARTESIAN COORDINATES (ANGSTROEM)
C -0.481 -0.924 1.993
C 0.521 0.243 1.407
N 1.394 -0.196 0.251
Al 0.582 0.522 -1.386
C -1.466 0.203 -1.351
O -1.899 -0.840 -2.103
O -2.398 1.044 -0.533
H -1.135 -1.319 1.082
H 0.058 -1.776 2.588
H -1.253 -0.362 2.704
H 1.183 0.752 2.238
H -0.189 1.101 0.978
H 2.278 0.391 0.335
H 0.933 2.093 -1.484
H 1.263 -0.260 -2.596
Zn 0.611 -0.671 -4.124

- HOMO energy: -8.2990 eV
- Net charge: 0
- Max |F|: 8.88 eV Å⁻¹
- Multiplicity: 1
- Frontier orbital gap: 3.6 eV

---

For each record above, in turn, the calculated DFT total energy values are -666.35098 -933.17409 -1331.36972 -1331.37976 -591.92990 -591.94155 -516.70497 -2345.80627 a.u..